Record 1
A cluster of 12 separate species, H24O12 in total, computed with wB97M-V/def2-TZVPD.

Geometry as XYZ:
```
36
Properties=species:S:1:pos:R:3:lowdin_charge:R:1
O 2.3561 -0.0199 1.9506 -0.028
H 3.0501 -0.4649 2.4526 0.083
H 2.5501 -0.2689 1.0636 -0.009
O -3.4799 0.2721 0.0536 -0.079
H -2.9759 0.0491 -0.7424 -0.028
H -3.1809 1.1331 0.4606 0.047
O -2.1609 -0.2839 -2.3694 -0.051
H -2.1169 0.4231 -3.0194 0.078
H -1.3109 -0.1309 -1.9604 0.005
O 1.3291 -2.9889 1.7346 -0.037
H 1.4841 -3.9259 1.5416 0.071
H 1.4651 -2.5129 0.9346 -0.031
O 0.9011 4.2341 -0.9404 -0.068
H 0.5331 3.4431 -0.5714 -0.049
H 0.9451 4.8321 -0.1624 0.064
O -0.0689 -0.1899 -0.5374 -0.072
H 0.3291 0.6561 -0.3504 0.005
H -0.4529 -0.6759 0.1966 0.006
O 2.2271 -1.5489 -0.5154 -0.070
H 1.5421 -0.9019 -0.7124 -0.008
H 2.0091 -2.4429 -0.8524 0.079
O -1.5399 -2.8199 -1.3444 -0.058
H -2.3149 -3.2499 -1.7744 0.086
H -1.6839 -1.9039 -1.6434 0.002
O -1.0989 -1.9489 1.1446 -0.030
H -1.2779 -2.4759 0.3966 -0.024
H -0.4319 -2.5159 1.5286 0.013
O 2.2531 1.4751 -0.4934 0.010
H 2.3041 2.1501 -1.1404 0.036
H 2.3591 1.8151 0.3596 0.023
O -0.9269 2.4741 -0.1024 -0.070
H -1.4609 2.5121 -0.9414 0.115
H -1.2219 3.0801 0.5856 0.087
O -0.1319 0.9691 2.2496 -0.078
H -0.4799 1.3131 1.3966 -0.011
H 0.6781 0.4371 2.1236 -0.011
```

Summary:
**Relative energy (zero: lowest compared OMol25 entry of this formula, charge and spin)**: 162.28 kJ/mol
**HOMO level**: -10.321 eV
**Multiplicity**: 1
**E**: -24960.012 eV
**SMILES**: O.O.O.O.O.O.O.O.O.O.O.O
**Orbital gap**: 10.148 eV

=====

Record 2
A cluster of 12 separate species, H24O12 in total, computed with wB97M-V/def2-TZVPD.

Geometry as XYZ:
```
36
Properties=species:S:1:pos:R:3:lowdin_charge:R:1
O -0.1481 0.0531 -0.5140 -0.055
H -0.1935 -0.8997 -0.5945 -0.010
H -0.2105 0.2176 0.4269 -0.020
O 1.6869 2.9646 1.9032 -0.049
H 1.2000 3.7211 1.5763 0.016
H 1.4186 2.2426 1.3349 -0.003
O 1.9048 -3.5022 -0.5855 -0.051
H 1.0284 -3.2259 -0.3175 -0.030
H 2.3828 -3.6143 0.2362 0.045
O -0.6921 0.4688 2.1298 -0.047
H -1.2673 -0.2356 2.4285 0.073
H -1.2851 1.1910 1.9222 0.019
O 2.9718 -0.3480 0.5528 -0.031
H 3.5044 0.4407 0.4504 0.058
H 2.4807 -0.4140 -0.2661 0.031
O -2.1214 2.3801 0.7570 -0.033
H -1.3445 2.7720 0.3581 0.013
H -2.8178 2.5218 0.1157 0.066
O 0.3761 3.2310 -0.7057 -0.034
H 0.8932 3.9390 -1.0896 0.061
H 0.2546 2.6071 -1.4214 0.046
O 1.4551 -1.0909 2.7602 -0.065
H 0.6394 -0.5928 2.7089 -0.031
H 2.0038 -0.7249 2.0665 -0.029
O -0.6844 -2.6249 -0.2885 -0.022
H -1.1697 -2.8869 0.4938 0.085
H -0.9469 -3.2579 -0.9569 0.084
O -2.2587 0.2110 -2.8771 -0.053
H -1.8461 0.4712 -3.7007 0.030
H -1.5678 0.3069 -2.2217 -0.018
O 1.9877 -1.7613 -3.2899 -0.052
H 1.8557 -2.6002 -3.7315 0.033
H 1.6041 -1.8842 -2.4216 -0.011
O -3.7517 -0.4017 0.8313 -0.043
H -4.3289 0.1683 1.3395 0.037
H -3.0137 0.1579 0.5898 -0.011
```

Summary:
**Relative energy (zero: lowest compared OMol25 entry of this formula, charge and spin)**: 125.04 kJ/mol
**HOMO level**: -10.360 eV
**Multiplicity**: 1
**E**: -24960.398 eV
**SMILES**: O.O.O.O.O.O.O.O.O.O.O.O
**Orbital gap**: 10.243 eV

=====

Record 3
A cluster of 12 separate species, H24O12 in total, computed with wB97M-V/def2-TZVPD.

Geometry as XYZ:
```
36
Properties=species:S:1:pos:R:3:lowdin_charge:R:1
O -0.3062 0.2121 0.0706 -0.084
H 0.1610 0.6660 0.9059 0.086
H 0.2618 0.2150 -0.6697 -0.035
O 0.9405 2.5567 0.0123 -0.127
H 0.5495 2.9312 0.8909 0.092
H 0.0808 2.4532 -0.4999 0.069
O 1.2942 -2.1208 2.7743 -0.122
H 1.5204 -1.2418 2.4928 -0.051
H 1.1130 -2.8470 2.0212 0.114
O -2.2386 0.8425 2.2834 -0.091
H -1.7531 1.2696 3.0963 0.111
H -1.6091 0.1096 2.0656 0.035
O 0.1262 -2.8563 -1.5540 -0.003
H 0.9185 -2.9935 -1.9932 -0.001
H -0.2296 -2.1151 -2.0479 -0.011
O 1.8625 0.6556 2.4086 -0.040
H 2.4157 1.0848 1.7963 -0.016
H 2.4000 0.8565 3.1993 0.087
O 1.1419 0.0060 -2.5443 0.064
H 1.1968 0.1935 -3.4892 0.108
H 1.7349 -0.4506 -2.1545 -0.055
O -1.5429 -2.9414 0.7406 -0.066
H -0.9288 -2.3851 0.4312 -0.116
H -1.7274 -2.5326 1.7152 0.126
O -2.2312 3.3875 1.0232 -0.001
H -2.4820 3.5931 1.9178 0.038
H -1.9921 2.5499 1.1923 -0.093
O -1.1664 -1.0293 -3.2218 0.077
H -1.1103 -1.5736 -3.9439 0.059
H -0.4578 -0.5785 -3.1909 -0.097
O -3.0638 -0.1080 -1.4968 -0.094
H -2.3880 -0.6064 -2.1044 0.035
H -2.3755 0.3247 -1.0192 -0.037
O 3.3778 0.6374 -0.0204 0.004
H 3.1427 0.2356 -0.7568 -0.071
H 3.3645 1.5994 -0.3308 0.103
```

Summary:
**Relative energy (zero: lowest compared OMol25 entry of this formula, charge and spin)**: 544.89 kJ/mol
**HOMO level**: -9.945 eV
**Multiplicity**: 1
**E**: -24956.047 eV
**SMILES**: O.O.O.O.O.O.O.O.O.O.O.O
**Orbital gap**: 9.279 eV

=====

Record 4
A cluster of 12 separate species, H24O12 in total, computed with wB97M-V/def2-TZVPD.

Geometry as XYZ:
```
36
Properties=species:S:1:pos:R:3:lowdin_charge:R:1
O -1.6774 1.2948 1.5353 -0.100
H -2.3975 1.5511 0.8566 0.030
H -1.8756 1.7344 2.3756 0.064
O -1.4786 -2.0265 -0.8286 -0.039
H -2.0680 -1.9492 -1.5382 0.014
H -2.1409 -2.0588 -0.0984 0.058
O 1.0561 -3.7251 -0.6049 -0.040
H 0.1682 -3.2895 -0.6572 0.035
H 0.8600 -4.3146 0.0836 0.016
O 0.4701 1.5921 -3.2900 -0.039
H 1.0272 2.2280 -3.6681 0.025
H 0.9304 1.2889 -2.4964 -0.002
O -1.2271 -1.6948 2.0146 -0.073
H -1.6980 -0.8786 2.3107 0.043
H -0.3666 -1.6925 2.4471 -0.002
O 1.6453 -1.4916 2.6824 -0.091
H 2.4672 -1.6918 2.1052 0.036
H 1.9513 -1.5319 3.5859 0.059
O 0.3260 3.0434 -0.1526 -0.039
H 0.6392 2.1688 -0.0051 -0.018
H -0.5622 3.0284 0.2214 0.019
O -1.5699 3.0719 -2.2495 -0.086
H -0.8922 3.7558 -1.8388 0.117
H -1.0063 2.3502 -2.4109 -0.036
O 0.8620 0.3327 0.7508 -0.099
H 1.1225 -0.3299 1.4392 0.020
H -0.1291 0.3436 0.8905 0.041
O 3.3048 -2.4304 0.9814 -0.028
H 2.5070 -2.7686 0.5307 0.037
H 4.0354 -2.9435 0.6861 0.059
O -3.2850 2.2372 -0.3438 -0.062
H -3.5400 3.1308 -0.1019 0.064
H -2.5846 2.3795 -1.0284 0.016
O 1.8505 0.0017 -1.7324 -0.053
H 1.7967 0.1776 -0.7950 -0.006
H 1.4790 -0.8936 -1.6570 0.058
```

Summary:
**Relative energy (zero: lowest compared OMol25 entry of this formula, charge and spin)**: 93.31 kJ/mol
**HOMO level**: -10.586 eV
**Multiplicity**: 1
**E**: -24960.727 eV
**SMILES**: O.O.O.O.O.O.O.O.O.O.O.O
**Orbital gap**: 10.815 eV

=====

Record 5
A cluster of 13 separate species, H25O13 in total, computed with wB97M-V/def2-TZVPD.

Geometry as XYZ:
```
38
Properties=species:S:1:pos:R:3:lowdin_charge:R:1
O 2.5888 2.2602 -1.3319 -0.104
H 2.2843 1.3370 -1.4132 -0.011
H 0.2024 3.1035 1.2189 0.039
O -4.1713 -0.2339 0.3104 -0.090
H -4.4448 0.6440 0.0162 0.027
H -3.5256 -0.3469 1.0198 -0.003
O 1.6758 -0.3140 -3.2529 -0.185
H 1.1402 -0.6916 -2.3996 -0.053
O -1.7673 -0.9673 1.0733 -0.061
H -0.8239 -0.7474 0.9502 0.035
H -2.1513 -1.7657 0.8412 -0.015
O 1.0312 3.6396 1.0456 -0.093
H -1.6266 -1.9567 -1.7519 -0.005
H 0.8078 4.2947 0.3410 0.059
O 2.2682 -0.2004 -0.0563 -0.091
H 1.7799 -0.5881 -0.8165 -0.008
H 1.6248 0.3901 0.3946 0.057
O -1.9877 1.6238 -0.7654 -0.028
H -1.0445 1.5531 -0.7024 0.024
H 2.2979 -1.0337 -3.5148 0.012
O 0.4738 -1.3261 -1.3734 -0.309
H -0.3150 -1.7638 -1.5349 -0.084
H -2.1738 -3.0656 -0.7641 0.059
O -2.3123 -2.2118 -1.1733 -0.021
H 2.8208 2.3214 -0.3746 0.029
H -2.2361 1.2142 -1.5826 0.041
O 1.8586 0.5107 3.4343 -0.062
H 1.4338 -0.0129 4.1066 0.022
H 2.7918 0.2605 3.5801 0.049
O 1.6311 -3.5774 -2.1477 -0.137
H 0.9186 -2.9609 -1.7979 0.000
H 2.0818 -2.7439 -2.4416 0.013
O -2.3254 2.4183 2.2614 -0.063
H -1.5389 1.8594 2.3483 0.028
H -2.4107 2.4542 1.2984 0.003
O 0.9099 -1.4264 1.9479 -0.104
H 1.4210 -1.0940 1.1410 0.010
H 1.6895 -1.8562 2.2661 0.019
```

Summary:
**Relative energy (zero: lowest compared OMol25 entry of this formula, charge and spin)**: 425.48 kJ/mol
**Charge**: -1
**HOMO level**: -6.388 eV
**Multiplicity**: 1
**E**: -27022.965 eV
**Orbital gap**: 9.014 eV

=====

Record 6
A cluster of 13 separate species, H25O13 in total, computed with wB97M-V/def2-TZVPD.

Geometry as XYZ:
```
38
Properties=species:S:1:pos:R:3:lowdin_charge:R:1
O -0.2316 -1.5483 -3.5865 -0.078
H -0.4172 -0.6070 -3.5193 0.009
H 3.1449 -1.4437 -1.1540 0.026
O 2.8733 1.0144 -0.3556 -0.110
H 1.8604 0.9530 -0.4404 -0.024
H 3.0896 1.2725 0.5438 0.010
O 0.1056 -0.1835 1.3462 -0.107
H -0.7192 -0.6628 1.1981 -0.004
O 1.1428 2.4778 2.4268 -0.058
H 1.3111 3.2056 1.8191 0.025
H 1.4148 1.6719 1.9771 -0.008
O 2.5472 -2.1274 -0.8565 -0.062
H 1.0729 0.3744 -1.5300 0.003
H 1.6234 -1.8906 -0.7252 -0.017
O -1.5933 1.6346 -2.5565 -0.099
H -0.8106 1.1484 -2.2094 -0.033
H -1.7101 2.3104 -1.8831 0.018
O 2.6011 -1.9465 2.5804 -0.068
H 3.0825 -1.1276 2.4828 0.016
H 0.2494 0.1785 0.4006 -0.023
O -1.9388 -0.7954 -0.8525 -0.089
H -2.3162 -0.7174 -1.7414 0.055
H -1.2619 -0.0891 -0.9771 0.004
O 0.3899 0.8224 -1.0126 -0.362
H -0.2635 -1.8936 -2.6694 -0.018
H 2.0381 -1.9875 1.7975 0.005
O -0.0895 -2.5777 -1.0565 -0.069
H 0.4275 -3.3531 -1.3048 0.077
H -0.9360 -2.7988 -0.6670 0.060
O -0.0439 3.5173 -0.3884 -0.065
H -0.2045 2.6604 0.0140 0.009
H 0.3850 3.4439 -1.2383 0.031
O -2.4931 1.3119 2.8654 -0.063
H -3.0395 0.5607 3.1232 0.018
H -1.5942 1.0648 3.1185 0.030
O -3.1886 -1.4660 1.6065 -0.067
H -3.0533 -0.6182 1.1732 0.009
H -3.1716 -2.2174 1.0182 0.019
```

Summary:
**Relative energy (zero: lowest compared OMol25 entry of this formula, charge and spin)**: 130.98 kJ/mol
**Charge**: -1
**HOMO level**: -6.910 eV
**Multiplicity**: 1
**E**: -27026.018 eV
**Orbital gap**: 9.529 eV